This record from the OMol25 dataset describes a 16-piece molecular cluster, C2H36N2O15 overall. The level of theory is ωB97M-V/def2-TZVPD.

Output
Energy relative to the best compared isomer or geometry (same formula, charge and spin): 0.0 kcal/mol
Total energy: -1336.01167 Ha

```
! RIJCOSX wB97M-V def2-TZVPD def2/J DEFGRID3
* xyz 0 1
C 4.32 0.58 -0.52
N 2.88 0.33 -0.68
C 2.29 -0.50 0.26
N 1.12 -0.27 0.68
H 4.68 1.12 -1.39
H 4.54 1.15 0.38
H 4.87 -0.36 -0.42
H 2.36 1.17 -0.89
H 2.91 -1.35 0.52
H 0.69 -0.97 1.27
H 0.21 1.26 0.47
H -1.16 1.72 -0.23
O -0.36 2.05 0.24
H -2.44 0.06 -1.03
H -2.75 1.16 -2.06
O -2.55 1.04 -1.12
H -2.39 -1.37 -2.24
H -1.44 -2.09 -1.22
O -2.35 -1.72 -1.32
H -1.40 0.13 -3.79
H -2.37 -0.88 -4.37
O -2.27 -0.28 -3.62
H -1.96 0.37 3.17
H -2.61 -0.87 2.52
O -2.04 -0.62 3.27
H 3.62 -0.59 3.39
H 4.90 -1.30 3.84
O 4.49 -0.91 3.06
H 0.42 1.82 -3.03
H 0.50 1.55 -4.57
O 0.20 1.15 -3.75
H 0.11 -2.51 4.02
H -0.61 -1.34 3.35
O 0.28 -1.81 3.39
H 0.18 3.71 -2.13
H 0.50 2.65 -1.04
O 0.79 2.99 -1.94
H -3.70 1.46 0.20
H -4.28 0.56 1.24
O -4.15 1.51 1.07
H 0.92 -0.41 -3.52
H 2.10 -1.03 -2.85
O 1.37 -1.28 -3.43
H -1.30 2.16 1.82
H -2.78 2.04 2.12
O -1.91 2.04 2.57
H 0.59 -2.19 -2.18
H 0.16 -3.63 -1.77
O 0.14 -2.72 -1.48
H -4.12 -2.11 1.18
H -3.11 -1.41 0.22
O -3.61 -1.31 1.05
H 1.43 -0.68 3.92
H 1.89 0.70 3.37
O 2.14 0.01 3.99
*
```

---

This record from the OMol25 dataset describes C43H33INO5P2Re as an isolated structure at a distorted geometry. The level of theory is ωB97M-V/def2-TZVPD.

Output
Energy relative to the best compared isomer or geometry (same formula, charge and spin): 0.0 kcal/mol
Total energy: -3147.87280 Ha
<S²>: 0.777

```
! RIJCOSX wB97M-V def2-TZVPD def2/J DEFGRID3
* xyz 1 2
Re 0.75 0.53 -0.16
O 1.93 -5.37 0.49
C 1.65 -4.09 0.25
C 2.37 -3.32 -0.67
C 2.03 -1.99 -0.82
N 1.02 -1.45 -0.14
C 0.28 -2.19 0.70
C 0.57 -3.51 0.94
C -0.87 -1.41 1.29
O -1.78 -1.94 1.85
O -0.80 -0.11 1.05
C 2.77 -0.98 -1.69
O 3.62 -1.34 -2.46
O 2.36 0.24 -1.52
H 2.67 -5.69 -0.04
H 3.20 -3.71 -1.24
H 0.00 -4.08 1.65
C -2.29 0.37 -2.57
C -3.26 1.28 -1.79
P -3.74 0.66 -0.10
C -5.32 -0.21 -0.33
C -6.52 0.30 0.17
C -7.69 -0.43 0.01
C -7.68 -1.66 -0.61
C -6.49 -2.18 -1.10
C -5.31 -1.46 -0.95
C -4.09 2.18 0.83
C -3.93 2.14 2.21
C -4.14 3.28 2.97
C -4.52 4.46 2.35
C -4.68 4.51 0.97
C -4.46 3.37 0.21
P -0.43 0.58 -2.41
C -0.08 2.18 -3.21
C 1.20 2.72 -3.06
C 1.54 3.91 -3.67
C 0.59 4.61 -4.41
C -0.68 4.09 -4.55
C -1.02 2.88 -3.96
C 0.12 -0.65 -3.64
C -0.61 -1.82 -3.88
C -0.20 -2.70 -4.87
C 0.95 -2.46 -5.60
C 1.72 -1.34 -5.31
C 1.31 -0.44 -4.34
H -2.50 0.46 -3.64
H -2.49 -0.66 -2.28
H -4.21 1.34 -2.33
H -2.84 2.28 -1.68
H -6.54 1.25 0.68
H -8.62 -0.03 0.39
H -8.60 -2.23 -0.72
H -6.48 -3.15 -1.57
H -4.38 -1.89 -1.29
H -3.64 1.21 2.68
H -4.01 3.25 4.04
H -4.68 5.35 2.94
H -4.97 5.43 0.49
H -4.60 3.42 -0.86
H 1.95 2.21 -2.46
H 2.54 4.31 -3.55
H 0.85 5.55 -4.87
H -1.42 4.62 -5.13
H -2.03 2.50 -4.08
H -1.51 -2.04 -3.33
H -0.79 -3.59 -5.07
H 1.26 -3.15 -6.37
H 2.63 -1.15 -5.86
H 1.92 0.43 -4.13
I 0.18 3.16 0.24
C 1.85 3.37 1.56
C 2.17 4.62 2.01
C 3.27 4.77 2.88
C 3.97 3.67 3.26
C 3.64 2.38 2.78
C 4.41 1.26 3.17
C 4.10 0.02 2.69
C 3.02 -0.15 1.81
C 2.23 0.90 1.37
C 2.55 2.19 1.88
H 1.59 5.48 1.70
H 3.53 5.75 3.23
H 4.81 3.75 3.94
H 5.24 1.41 3.84
H 4.68 -0.84 2.98
H 2.84 -1.17 1.48
*
```